(1)
39
Properties=species:S:1:pos:R:3 method="wB97M-V/def2-TZVPD" homo_ha=-0.3040 relative_energy_ev=1.1041 largest_force_ev_per_a=0.5 homo_lumo_gap_ha=0.316
C -0.935 2.895 -0.079
C -0.026 1.758 0.316
C 0.403 1.693 1.637
C 1.211 0.661 2.094
C 1.607 -0.328 1.205
C 1.188 -0.274 -0.115
C 0.369 0.753 -0.583
C -0.123 0.806 -2.016
C 0.486 -0.187 -2.987
C 1.823 0.198 -3.601
C 1.837 -0.525 -4.924
O 2.757 -0.770 -5.649
O 0.557 -0.894 -5.226
C -0.371 -0.425 -4.245
O -0.960 0.741 -4.730
H -0.911 3.103 -1.146
H -0.623 3.807 0.433
H -1.967 2.690 0.210
H 0.098 2.474 2.325
H 1.533 0.613 3.127
H 2.245 -1.141 1.531
H 1.527 -1.057 -0.779
H -1.212 0.684 -2.008
H 0.047 1.810 -2.410
H 0.584 -1.171 -2.526
H 2.697 -0.042 -3.000
H 1.845 1.269 -3.828
H -1.091 -1.235 -4.114
H -1.903 0.610 -4.847
C -1.918 -2.183 5.538
C -0.998 -2.991 4.815
C -0.477 -2.216 3.812
N -1.044 -0.976 3.903
C -1.924 -0.947 4.949
H -2.507 -2.477 6.390
H -0.749 -4.020 5.009
H 0.245 -2.440 3.046
H -0.842 -0.209 3.287
H -2.476 -0.054 5.186

(2)
49
Properties=species:S:1:pos:R:3 method="wB97M-V/def2-TZVPD" homo_ha="-0.5326 / -0.5327" largest_force_ev_per_a=4.5 charge=+2 homo_lumo_gap_ha="0.182 / 0.183"
Os -2.019 -1.764 -0.669
S -1.745 -2.004 1.699
C -0.030 -1.570 1.682
N 0.624 -1.709 2.804
N 1.829 -1.352 3.099
C 2.619 -0.334 2.617
C 3.992 -0.350 2.936
C 4.809 0.663 2.483
C 4.275 1.715 1.746
C 2.910 1.757 1.461
C 2.085 0.740 1.882
N 0.548 -1.270 0.516
N -0.127 -1.367 -0.575
C 0.622 -1.276 -1.745
C 2.025 -1.403 -1.703
C 2.754 -1.342 -2.869
C 2.107 -1.173 -4.089
C 0.721 -1.034 -4.139
C -0.025 -1.072 -2.979
H 2.205 -1.875 3.895
H 4.405 -1.165 3.509
H 5.866 0.640 2.695
H 4.912 2.512 1.401
H 2.500 2.595 0.918
H 1.024 0.788 1.690
H 2.502 -1.577 -0.753
H 3.828 -1.429 -2.832
H 2.683 -1.151 -5.000
H 0.236 -0.876 -5.088
H -1.099 -0.920 -3.017
O -4.487 -3.781 -2.797
Cl -3.653 -2.826 -2.290
O -2.250 -3.262 -2.280
O -3.672 -1.581 -2.936
O -3.905 -2.569 -0.864
C -4.361 2.724 -0.139
As -2.763 1.776 0.423
C -1.120 2.798 0.082
C -2.915 1.382 2.332
O -2.625 0.391 -0.498
H -4.376 3.709 0.333
H -5.239 2.153 0.172
H -4.366 2.829 -1.226
H -0.999 3.581 0.830
H -1.166 3.242 -0.915
H -0.277 2.106 0.116
H -2.969 2.317 2.892
H -2.065 0.802 2.689
H -3.828 0.809 2.497

(3)
77
Properties=species:S:1:pos:R:3 method="wB97M-V/def2-TZVPD" homo_ha=0.0250 relative_energy_ev=1.8335 largest_force_ev_per_a=3.4 charge=-3 homo_lumo_gap_ha=0.166
Be -1.067 -0.485 -0.725
N -4.492 0.798 0.227
O -4.743 1.990 0.028
O -5.395 -0.032 0.452
O -3.292 0.386 0.174
N -3.340 -3.375 -0.074
O -2.305 -2.643 0.010
O -4.438 -3.042 0.391
O -3.235 -4.387 -0.802
N -1.691 3.037 -1.773
O -2.854 3.261 -2.068
O -1.334 1.872 -1.437
O -0.834 3.962 -1.812
N -0.113 -3.816 -2.835
O -1.072 -4.446 -3.292
O 1.076 -4.190 -3.001
O -0.280 -2.771 -2.151
N -3.847 -1.593 -2.982
O -2.794 -0.923 -2.836
O -4.885 -1.272 -2.355
O -3.853 -2.616 -3.679
C 2.925 2.551 -2.506
C 1.659 2.387 -3.360
O 1.654 1.305 -4.270
C 1.318 0.074 -3.870
O 1.085 -0.213 -2.737
C 1.071 -0.881 -5.055
F 1.337 -0.334 -6.257
F 1.898 -1.925 -4.955
F -0.190 -1.256 -5.007
H 3.526 3.402 -2.823
H 3.503 1.630 -2.610
H 2.712 2.632 -1.442
H 1.538 3.289 -3.960
H 0.790 2.454 -2.699
C 1.077 4.854 1.202
C 0.933 3.507 0.458
O 1.924 2.648 1.037
C 1.849 1.328 0.844
O 1.017 0.819 0.156
C 2.889 0.566 1.683
F 2.581 0.564 2.977
F 2.968 -0.667 1.219
F 4.078 1.188 1.575
H 0.984 4.773 2.286
H 0.249 5.518 0.955
H 2.049 5.246 0.904
H 1.049 3.683 -0.610
H -0.043 3.028 0.549
C 3.499 -4.617 -0.138
C 2.276 -3.708 -0.157
O 1.843 -3.644 1.209
C 0.839 -2.846 1.592
O 0.385 -1.977 0.928
C 0.428 -3.122 3.049
F 0.955 -4.259 3.504
F 0.801 -2.126 3.841
F -0.912 -3.253 3.083
H 4.028 -4.608 -1.093
H 3.174 -5.658 -0.062
H 4.229 -4.457 0.655
H 1.609 -4.016 -0.967
H 2.580 -2.703 -0.460
C -0.386 3.158 4.685
C -0.348 2.070 3.651
O -1.393 1.181 3.936
C -1.692 0.276 2.968
O -1.125 0.073 1.940
C -3.046 -0.452 3.268
F -3.380 -1.370 2.415
F -3.013 -0.932 4.531
F -3.988 0.505 3.233
H -1.214 3.855 4.554
H 0.506 3.791 4.671
H -0.390 2.778 5.709
H 0.624 1.593 3.610
H -0.532 2.583 2.703

Result set for calculated total energy: -901.5792, -4400.7255, -3838.4165 hartree, one per record in the order listed.